The following is a DFT calculation (the ωB97M-V functional and the def2-TZVPD basis) of 2 unconnected molecules or ions with the total composition C3H10N3P in a non-equilibrium geometry.

Atoms and positions in Å:
P -0.2625 2.6302 1.8183
N -1.2482 -0.0514 0.5055
N -3.1975 -1.2070 0.0465
N 0.3509 1.5443 0.5738
C -1.9488 -0.9223 -0.1541
C 2.8582 -1.3957 -1.6642
C -0.0614 0.4187 0.0848
H 0.9565 3.3113 2.0339
H 2.2950 -1.8703 -2.3340
H -1.2958 -1.3333 -0.8665
H 2.5575 -1.0450 -0.6571
H -1.7863 0.2563 1.2771
H 3.8770 -1.3026 -1.7757
H -0.8583 3.6255 0.9181
H -3.7726 -1.8426 -0.5039
H 1.2311 1.8090 0.1051
H -3.7363 -0.7016 0.7908

## Properties
Total charge: +2
LUMO (spin up / spin down), eV: -12.13 / -12.06